## P
CH8N2S2 | ωB97M-V with the def2-TZVPD basis set

```
13
CH8N2S2, DFT ωB97M-V with the def2-TZVPD basis set
N -1.19118 0.01790 -0.59744
C -0.97292 0.39915 0.73722
N -0.90971 -0.87988 1.63151
H -1.60029 -0.87481 -0.92828
H -0.21942 0.00261 -1.07895
H -1.89678 0.95135 1.09103
H -0.09179 0.90878 0.88823
H -0.53515 -1.65297 1.19658
H -1.86783 -1.23750 1.76425
S 1.55352 0.82066 -1.91810
S 3.02750 0.34861 -0.41062
H 1.35389 2.20366 -1.78720
H 3.35016 -1.00755 -0.58824
```

Computed properties:
HOMO energy: -8.3 eV
SMILES: NCN.SS
Gap between HOMO and LUMO: 7.966 eV
2S+1: 1
Total charge: 0

***

## Q
CH8N2S2 | ωB97M-V with the def2-TZVPD basis set

```
13
CH8N2S2, DFT ωB97M-V with the def2-TZVPD basis set
N 0.06638 3.03885 0.77438
C -0.92777 2.03693 0.49205
N -0.64482 0.66509 1.02995
H 0.34244 2.86255 1.73624
H 0.95215 2.91598 0.30726
H -1.14582 1.79035 -0.54918
H -1.89657 2.42431 0.81867
H -0.65347 0.03363 0.24515
H -1.33977 0.39963 1.71584
S 0.25953 -3.55599 -1.76242
S 1.54647 -5.05260 -0.96364
H 0.84868 -3.32499 -2.97375
H 2.59256 -4.23375 -0.87055
```

Computed properties:
HOMO energy: -9.4 eV
SMILES: NCN.SS
Gap between HOMO and LUMO: 9.433 eV
2S+1: 1
Total charge: 0

***

Q wins, 28.1 kcal/mol ahead of the next structure.

***

## P
CH5ClNP | ωB97M-V with the def2-TZVPD basis set

```
9
CH5ClNP, DFT ωB97M-V with the def2-TZVPD basis set
C 1.19574 -1.08951 -0.51235
P 2.51965 -0.85248 0.50095
Cl 3.14805 1.04250 -0.09758
H 0.63652 -2.08374 -0.57046
H 0.64249 -0.36837 -1.08442
N -2.09395 0.52512 0.56191
H -2.87233 0.88930 0.01649
H -1.88726 1.26394 1.25538
H -1.28890 0.67323 -0.06993
```

Computed properties:
HOMO energy: -9.7 eV
SMILES: C=PCl.N
Gap between HOMO and LUMO: 9.498 eV
2S+1: 1
Total charge: 0

***

## Q
CH5ClNP | ωB97M-V with the def2-TZVPD basis set

```
9
CH5ClNP, DFT ωB97M-V with the def2-TZVPD basis set
C 0.58698 1.02375 0.58843
P -0.44055 -0.53567 0.70777
N 0.14881 -1.36282 -0.65691
Cl -2.59688 0.31104 -0.37839
H 0.58257 1.75633 1.41275
H 0.28965 1.38714 -0.30587
H 1.71040 0.78173 0.70651
H -0.14596 -1.04587 -1.59180
H -0.13500 -2.31562 -0.48249
```

Computed properties:
HOMO energy: -9.8 eV
SMILES: CP(N)Cl
Gap between HOMO and LUMO: 9.327 eV
2S+1: 1
Total charge: 0

***

Q wins, 11.1 kcal/mol ahead of the next structure.